w:
{"formula": "C6H11N4O2", "method": "ωB97M-V with the def2-TZVPD basis set", "species": ["C", "C", "C", "C", "C", "C", "N", "N", "N", "N", "O", "O", "H", "H", "H", "H", "H", "H", "H", "H", "H", "H", "H"], "xyz": [[3.29, -1.06, -0.34], [2.94, 0.05, 0.41], [-2.16, 0.60, -0.93], [-2.58, 0.31, 0.56], [-0.76, -1.07, 0.97], [-0.13, -0.80, -0.92], [2.21, -1.51, -1.04], [1.27, -0.67, -0.82], [-0.76, 0.49, -1.06], [3.65, 0.83, 1.22], [1.67, 0.33, 0.07], [-2.01, -0.92, 0.96], [4.12, -1.66, -0.22], [-2.77, -0.12, -1.47], [-2.31, 1.60, -1.15], [-2.18, 1.18, 1.06], [-3.74, 0.32, 0.50], [-0.45, -2.05, 1.20], [-0.05, -0.29, 1.22], [-0.35, -1.65, -1.58], [-0.33, 0.80, -1.90], [4.61, 0.75, 1.21], [3.24, 1.59, 1.62]], "nbo_charge": [-0.19, 0.52, -0.24, -0.08, 0.09, -0.01, -0.06, 0.16, -0.64, -0.73, -0.25, -0.46, 0.25, 0.18, 0.23, 0.19, 0.23, 0.20, 0.17, 0.23, 0.38, 0.43, 0.42], "homo_energy_ev": -11.66, "orbital_gap_ha": 0.271, "total_charge": 1}

x:
{"formula": "C6H11N4O2", "method": "ωB97M-V with the def2-TZVPD basis set", "species": ["C", "C", "C", "C", "C", "C", "N", "N", "N", "N", "O", "O", "H", "H", "H", "H", "H", "H", "H", "H", "H", "H", "H"], "xyz": [[-1.76, -0.68, 0.07], [-0.42, 1.06, -0.56], [-2.78, -1.36, 0.60], [1.53, -0.27, -1.36], [2.52, -0.69, -0.23], [2.26, 0.71, 1.64], [-1.63, 0.70, -0.02], [0.20, -0.13, -0.89], [-2.58, 1.60, 0.44], [-0.56, -1.22, -0.43], [0.03, 2.17, -0.69], [2.85, 0.44, 0.55], [-2.78, -2.43, 0.63], [-3.62, -0.84, 1.01], [1.83, 0.70, -1.77], [1.58, -1.03, -2.15], [2.06, -1.48, 0.38], [3.45, -1.03, -0.68], [2.55, 1.62, 2.14], [1.50, 0.06, 2.07], [-3.42, 1.59, -0.14], [-2.17, 2.53, 0.44], [-0.65, -2.00, -1.08]], "nbo_charge": [0.31, 0.75, -0.54, -0.24, -0.11, 0.38, -0.28, -0.30, -0.63, -0.45, -0.63, -0.29, 0.22, 0.24, 0.27, 0.24, 0.22, 0.24, 0.23, 0.21, 0.38, 0.39, 0.40], "homo_energy_ev": [-11.05, -11.05], "orbital_gap_ha": [0.173, 0.173], "total_charge": 1}

Q: Which of them is the least stable? A: w.